Entry 1:
Formula: C6H15N3S2
Source: the Open Molecules 2025 dataset
Level of theory: the ωB97M-V functional and the def2-TZVPD basis

Summary:
- total charge = +2
- HOMO-LUMO gap (eV) = 6.0
- energy relative to the best compared isomer or geometry (same formula, charge and spin) (kcal per mole) = 39.9
- calculated total energy (eV) = -32588.6171
- E_LUMO (eV) = -8.72
- 2S+1 = 1

Each line ends with the Mulliken charge.
Cartesian coordinates (Å):
C -1.08831 -0.00275 1.63311  0.330
C -0.34426 -1.20078 1.96542  -0.503
C -0.19529 -0.59891 -0.41228  0.785
C -3.31505 0.95166 -0.28180  -0.821
C 4.87757 -0.87194 -1.37277  -0.822
C -1.82749 1.26196 -0.31685  -1.160
N -1.04596 0.23290 0.32320  0.048
N -1.85211 0.63574 2.42011  -0.136
N 0.00831 -0.60244 -1.75561  -0.302
S 0.62612 -1.68680 0.53084  0.037
S 3.45462 0.19293 -0.98658  -0.183
H 0.24164 -0.95651 2.94424  0.463
H -0.93804 -2.06706 2.18445  0.411
H -3.47581 0.49806 0.67128  0.394
H -3.93995 1.90743 -0.41363  0.324
H -3.56765 0.26796 -1.13152  0.313
H 4.75294 -1.91706 -0.93558  0.261
H 5.79904 -0.60494 -0.92004  0.339
H 5.18189 -1.03968 -2.39517  0.329
H -1.41829 1.35518 -1.31234  0.484
H -1.50243 2.17524 0.15423  0.414
H -1.71558 0.67678 3.42542  0.313
H -2.55973 1.14805 2.02561  0.098
H 0.55597 -1.20728 -2.27496  0.257
H 3.83613 1.41639 -1.33536  0.130
H -0.54825 0.03590 -2.43341  0.197

***

Entry 2:
Formula: C6H15N4
Source: the Open Molecules 2025 dataset
Level of theory: the ωB97M-V functional and the def2-TZVPD basis

Summary:
- total charge = +1
- HOMO-LUMO gap (alpha / beta) (eV) = 3.6 / 3.6
- energy relative to the best compared isomer or geometry (same formula, charge and spin) (kcal per mole) = 117.0
- calculated total energy (eV) = -12414.0957
- E_LUMO (alpha / beta) (eV) = -6.98 / -6.98
- SMILES = [NH2+]=NCC[C@@H]1CCNCN1
- 2S+1 = 1

Each line ends with the Mulliken charge.
Cartesian coordinates (Å):
N 1.06808 1.43198 3.13630  -0.376
N 0.38704 1.03098 2.11835  0.351
C 0.32982 1.94048 1.06359  -0.685
C 0.80626 1.38275 -0.28392  -0.827
C -0.02678 0.28550 -0.84551  0.618
C -0.96541 -0.24583 0.18453  -1.083
C -1.76735 -1.39792 -0.43228  -0.761
N -1.00453 -2.26793 -1.26293  -0.357
C 0.29331 -1.97202 -1.88154  -0.525
N 0.80332 -0.70710 -1.42542  -0.269
H 1.21852 0.68392 3.78299  0.299
H 1.77347 2.16179 3.15204  0.303
H 1.13170 2.76113 1.26648  0.476
H -0.67513 2.34783 0.88572  0.309
H 0.94881 2.15414 -1.01459  0.404
H 1.75224 0.97700 0.07909  0.313
H -0.54193 0.82578 -1.80360  0.146
H -1.53126 0.56788 0.43796  0.389
H -0.46195 -0.45648 1.03228  0.599
H -2.00996 -2.03576 0.36403  0.344
H -2.69450 -0.98677 -0.82127  0.320
H -1.55454 -2.75490 -1.98286  0.269
H 1.00527 -2.87562 -1.81001  0.276
H 0.08067 -2.02425 -2.95751  0.256
H 1.63482 -0.82656 -0.98194  0.209

***

Values for maximum force, eV Å⁻¹, ordered as above
6.100, 4.415